Arrangement 1

10
Properties=species:S:1:pos:R:3:mulliken_charge:R:1 method="wB97M-V/def2-TZVPD" smiles="O=C(S)COO" homo_ev=-9.6 total_charge=0 lumo_energy_ev=0.5 gap_ha=0.3722
O 1.807 0.145 1.504 -0.500
C 0.847 0.261 0.816 0.564
S -0.551 1.068 1.537 -0.225
C 0.482 -0.330 -0.483 -0.356
O -0.676 0.222 -0.988 -0.196
O -1.528 -0.829 -1.431 -0.392
H 0.103 1.697 2.518 0.148
H 1.424 -0.441 -1.013 0.314
H 0.311 -1.422 -0.451 0.305
H -2.217 -0.371 -2.010 0.338

***

Arrangement 2

10
Properties=species:S:1:pos:R:3:mulliken_charge:R:1 method="wB97M-V/def2-TZVPD" homo_ev=-10.3 total_charge=0 lumo_energy_ev=0.7 gap_ha=0.4053
C -0.592 -0.805 0.211 -0.317
C -0.688 0.707 -0.211 -0.354
H -1.520 -1.316 0.070 0.358
H -0.301 -0.684 1.375 0.248
H -1.317 1.430 0.535 0.275
H -1.084 0.706 -1.225 0.285
O 2.680 -0.114 0.499 -0.509
O 0.517 -1.184 -0.526 -0.324
O 0.656 1.217 -0.100 -0.277
S 1.649 0.042 -0.628 0.615

***

What is the stability order? It is arrangement 2, arrangement 1, from most stable to least stable.

***

Arrangement 1

22
Properties=species:S:1:pos:R:3:mulliken_charge:R:1 method="wB97M-V/def2-TZVPD" smiles=CCC.CCC homo_ev=-10.9 total_charge=0 lumo_energy_ev=1.1 gap_ha=0.4435
C -1.363 -1.697 -2.228 -1.242
C -0.490 -0.787 -1.341 0.259
C 0.957 -1.150 -1.464 -1.235
H -0.786 -2.564 -2.522 0.322
H -2.369 -1.793 -1.862 0.375
H -1.576 -1.150 -3.171 0.286
H -0.802 -0.879 -0.308 -0.132
H -0.785 0.267 -1.527 0.325
H 1.136 -2.107 -0.951 0.325
H 1.611 -0.468 -0.905 0.303
H 1.416 -0.972 -2.442 0.363
C 0.472 -0.059 1.844 -1.065
C 0.874 1.399 1.363 -0.157
C -0.342 2.231 1.805 -1.238
H 1.224 -0.823 1.675 0.296
H 0.335 0.018 2.927 0.408
H -0.516 -0.220 1.418 0.227
H 1.028 1.382 0.281 0.205
H 1.853 1.716 1.727 0.338
H -0.324 2.526 2.853 0.346
H -1.281 1.867 1.407 0.338
H -0.274 3.264 1.422 0.352

***

Arrangement 2

22
Properties=species:S:1:pos:R:3:mulliken_charge:R:1 method="wB97M-V/def2-TZVPD" smiles=CC(C)C.CC homo_ev=-11.1 total_charge=0 lumo_energy_ev=1.1 gap_ha=0.4510
C -0.836 -1.182 -0.417 -1.168
C -1.640 -0.095 0.325 0.922
C -1.138 1.307 0.019 -1.334
C -3.140 -0.221 0.015 -1.585
H -0.064 -0.737 -1.045 0.253
H -1.500 -1.828 -0.992 0.389
H -0.335 -1.848 0.288 0.242
H -1.526 -0.209 1.392 0.226
H -0.069 1.378 0.250 0.113
H -1.168 1.494 -1.063 0.363
H -1.742 2.052 0.530 0.404
H -3.455 -1.244 0.241 0.406
H -3.709 0.367 0.719 0.424
H -3.372 0.116 -0.993 0.345
C 3.242 -0.660 0.215 -0.695
C 3.136 0.854 -0.031 -0.804
H 3.205 -0.841 1.285 0.255
H 2.392 -1.143 -0.271 0.130
H 4.142 -1.091 -0.201 0.323
H 2.408 1.267 0.660 0.179
H 4.089 1.333 0.203 0.342
H 2.888 1.078 -1.065 0.270

***

Arrangement 3

22
Properties=species:S:1:pos:R:3:mulliken_charge:R:1 method="wB97M-V/def2-TZVPD" smiles=CC(C)C.CC homo_ev=-11.0 total_charge=0 lumo_energy_ev=1.1 gap_ha=0.4426
C 0.701 0.794 0.594 -0.787
C 1.429 -0.090 -0.431 0.901
C 1.132 0.424 -1.835 -1.421
C 2.959 -0.170 -0.237 -1.547
H 0.907 1.869 0.588 0.333
H 1.053 0.488 1.582 0.404
H -0.363 0.595 0.456 -0.207
H 1.143 -1.123 -0.236 0.117
H 1.369 1.480 -1.946 0.328
H 1.722 -0.096 -2.594 0.404
H 0.080 0.237 -2.078 0.348
H 3.596 0.702 -0.050 0.319
H 3.082 -0.821 0.627 0.382
H 3.387 -0.589 -1.145 0.366
C -2.937 -1.117 0.529 -0.775
C -2.627 0.276 1.101 -0.855
H -3.335 -1.756 1.317 0.329
H -3.503 -1.113 -0.400 0.269
H -2.029 -1.655 0.228 0.200
H -3.407 0.394 1.862 0.351
H -1.733 0.213 1.713 0.252
H -2.627 1.059 0.356 0.290

***

Arrangement 4

22
Properties=species:S:1:pos:R:3:mulliken_charge:R:1 method="wB97M-V/def2-TZVPD" smiles=CCC.CCC homo_ev=-10.6 total_charge=0 lumo_energy_ev=1.1 gap_ha=0.4289
C -0.107 0.990 -2.929 -1.224
C 0.772 0.216 -1.973 -0.116
C 0.197 -1.021 -1.324 -0.711
H -1.220 0.863 -2.702 0.304
H -0.073 2.032 -2.689 0.351
H -0.196 0.584 -3.929 0.357
H 1.019 0.888 -1.156 0.209
H 1.697 -0.044 -2.537 0.321
H -0.283 -0.720 -0.404 -0.325
H 0.895 -1.840 -1.008 0.336
H -0.455 -1.783 -1.773 0.418
C -1.207 -0.665 1.754 -1.073
C -0.460 0.612 2.197 -0.195
C 1.030 0.305 2.228 -1.113
H -0.541 -1.557 1.962 0.295
H -2.108 -1.101 2.214 0.432
H -1.524 -0.549 0.713 0.247
H -0.891 0.783 3.196 0.266
H -0.679 1.445 1.515 0.307
H 1.325 -0.297 1.355 0.235
H 1.153 -0.340 3.127 0.371
H 1.657 1.197 2.164 0.307

***

What is the stability order? It is arrangement 2, arrangement 3, arrangement 1, arrangement 4, from most stable to least stable.

***

Arrangement 1

22
Properties=species:S:1:pos:R:3:mulliken_charge:R:1 method="wB97M-V/def2-TZVPD" smiles=CCC.CCC homo_ev=-11.0 total_charge=0 lumo_energy_ev=1.1 gap_ha=0.4460
C 0.258 -0.643 -3.004 -1.185
C 0.640 -0.839 -1.526 0.284
C 2.004 -0.273 -1.153 -1.224
H -0.266 -1.446 -3.522 0.339
H -0.355 0.249 -3.118 0.319
H 1.169 -0.437 -3.572 0.299
H 0.678 -1.918 -1.314 0.215
H -0.185 -0.618 -0.863 -0.105
H 2.792 -0.901 -1.556 0.398
H 2.152 -0.465 -0.079 0.311
H 2.070 0.778 -1.399 0.344
C -0.620 1.801 1.754 -1.146
C -1.380 0.490 1.433 0.125
C -0.999 -0.558 2.483 -1.128
H 0.430 1.659 1.509 0.273
H -0.644 2.036 2.822 0.342
H -1.091 2.612 1.203 0.326
H -2.439 0.743 1.511 0.293
H -1.120 0.219 0.421 -0.070
H 0.027 -0.914 2.482 0.304
H -1.235 -0.193 3.486 0.369
H -1.656 -1.431 2.354 0.316

***

Arrangement 2

22
Properties=species:S:1:pos:R:3:mulliken_charge:R:1 method="wB97M-V/def2-TZVPD" smiles=CC(C)C.CC homo_ev=-11.2 total_charge=0 lumo_energy_ev=1.1 gap_ha=0.4520
C -0.316 -1.670 2.010 -1.622
C -0.192 -1.142 0.586 1.151
C 0.981 -1.836 -0.118 -1.362
C -1.492 -1.342 -0.183 -1.541
H -0.525 -2.739 1.990 0.367
H -1.153 -1.214 2.538 0.410
H 0.611 -1.531 2.565 0.377
H 0.043 -0.079 0.641 0.003
H 1.114 -2.828 0.303 0.369
H 0.788 -1.967 -1.186 0.368
H 1.887 -1.246 -0.031 0.313
H -2.352 -0.956 0.394 0.367
H -1.493 -0.917 -1.179 0.370
H -1.712 -2.425 -0.244 0.407
C 0.592 2.134 -1.252 -0.529
C 0.403 3.601 -0.900 -0.958
H 0.946 2.052 -2.279 0.334
H 1.331 1.697 -0.574 0.208
H -0.275 1.479 -1.139 0.106
H -0.083 3.776 0.066 0.298
H -0.190 4.154 -1.632 0.289
H 1.370 4.090 -0.867 0.277

***

Arrangement 3

22
Properties=species:S:1:pos:R:3:mulliken_charge:R:1 method="wB97M-V/def2-TZVPD" smiles=CC(C)C.CC homo_ev=-11.0 total_charge=0 lumo_energy_ev=1.1 gap_ha=0.4439
C 1.890 1.227 -1.893 -1.509
C 1.309 1.316 -0.500 1.024
C 0.452 2.572 -0.324 -1.447
C 0.437 0.066 -0.167 -1.506
H 2.774 1.805 -2.218 0.330
H 1.052 1.442 -2.628 0.360
H 2.153 0.205 -2.297 0.329
H 2.121 1.290 0.256 0.232
H -0.589 2.359 -0.508 0.433
H 0.715 3.112 0.645 0.262
H 0.674 3.206 -1.236 0.371
H 1.001 -0.707 0.380 0.380
H -0.348 0.451 0.454 0.346
H 0.196 -0.625 -0.981 0.373
C -2.211 -1.863 1.846 -0.806
C -1.586 -2.972 0.966 -0.716
H -2.467 -0.979 1.230 0.221
H -2.985 -2.314 2.427 0.356
H -1.406 -1.525 2.515 0.229
H -2.310 -3.177 0.183 0.246
H -1.437 -3.883 1.493 0.344
H -0.658 -2.577 0.523 0.149

***

What is the stability order? It is arrangement 2, arrangement 1, arrangement 3, from most stable to least stable.

***

Arrangement 1

22
Properties=species:S:1:pos:R:3:mulliken_charge:R:1 method="wB97M-V/def2-TZVPD" smiles=CC(C)C.CC homo_ev=-11.2 total_charge=0 lumo_energy_ev=1.1 gap_ha=0.4524
C -1.157 0.385 -1.285 -1.330
C -0.181 1.170 -0.409 1.195
C 1.227 0.618 -0.529 -1.422
C -0.199 2.658 -0.809 -1.534
H -0.769 0.200 -2.283 0.302
H -2.061 1.000 -1.368 0.403
H -1.587 -0.524 -0.859 0.297
H -0.502 1.117 0.630 -0.010
H 1.607 0.628 -1.558 0.314
H 1.947 1.245 0.006 0.355
H 1.443 -0.383 -0.175 0.292
H -0.195 2.758 -1.897 0.322
H -1.034 3.167 -0.323 0.390
H 0.719 3.119 -0.441 0.407
C 0.065 -2.565 0.772 -0.709
C 0.232 -1.994 2.183 -0.842
H -0.991 -2.507 0.495 0.200
H 0.516 -1.915 0.027 0.170
H 0.282 -3.634 0.717 0.348
H 1.282 -2.053 2.474 0.264
H -0.118 -2.752 2.902 0.347
H -0.282 -1.043 2.270 0.242

***

Arrangement 2

22
Properties=species:S:1:pos:R:3:mulliken_charge:R:1 method="wB97M-V/def2-TZVPD" smiles=CCC.CCC homo_ev=-11.1 total_charge=0 lumo_energy_ev=1.1 gap_ha=0.4516
C -1.262 -0.071 -2.603 -1.210
C -2.009 0.124 -1.292 0.022
C -1.771 1.502 -0.642 -0.987
H -0.922 -1.105 -2.702 0.311
H -1.755 0.228 -3.535 0.335
H -0.385 0.583 -2.662 0.312
H -1.669 -0.601 -0.571 0.070
H -3.080 -0.041 -1.395 0.354
H -1.031 2.135 -1.138 0.324
H -1.352 1.457 0.364 0.158
H -2.651 2.128 -0.702 0.317
C 2.656 -0.025 1.032 -1.076
C 1.847 -1.008 1.886 -0.223
C 0.338 -0.835 1.780 -0.983
H 3.476 0.428 1.589 0.323
H 3.177 -0.466 0.187 0.283
H 2.145 0.878 0.694 0.296
H 2.143 -0.807 2.913 0.253
H 2.195 -2.009 1.646 0.315
H 0.049 -1.172 0.784 0.171
H 0.030 0.198 1.917 0.294
H -0.169 -1.518 2.449 0.343

***

What is the stability order? It is arrangement 1, arrangement 2, from most stable to least stable.

***

Arrangement 1

22
Properties=species:S:1:pos:R:3:mulliken_charge:R:1 method="wB97M-V/def2-TZVPD" smiles=CC(C)C.CC homo_ev=-11.2 total_charge=0 lumo_energy_ev=1.1 gap_ha=0.4516
C -0.886 -0.039 0.973 -1.250
C -1.687 -0.170 -0.368 0.813
C -0.832 -0.518 -1.555 -1.427
C -2.747 -1.244 -0.135 -1.470
H -0.181 -0.852 1.080 0.363
H -1.706 0.282 1.612 0.370
H -0.244 0.837 0.915 0.260
H -2.260 0.734 -0.610 0.209
H -0.146 0.283 -1.837 0.248
H -0.217 -1.409 -1.364 0.323
H -1.403 -0.786 -2.447 0.399
H -3.369 -0.991 0.727 0.369
H -3.396 -1.399 -0.996 0.405
H -2.295 -2.212 0.109 0.337
C 2.762 0.398 1.027 -0.771
C 2.523 1.430 -0.097 -0.525
H 3.291 0.904 1.836 0.321
H 1.849 0.168 1.579 0.199
H 3.293 -0.480 0.681 0.252
H 1.681 1.155 -0.721 -0.068
H 2.530 2.450 0.286 0.278
H 3.441 1.460 -0.696 0.363

***

Arrangement 2

22
Properties=species:S:1:pos:R:3:mulliken_charge:R:1 method="wB97M-V/def2-TZVPD" smiles=CC(C)C.CC homo_ev=-11.3 total_charge=0 lumo_energy_ev=1.1 gap_ha=0.4569
C -1.681 1.427 0.308 -1.552
C -1.152 0.048 -0.094 1.175
C -2.339 -0.861 -0.365 -1.581
C -0.308 0.189 -1.378 -1.411
H -2.287 1.843 -0.495 0.338
H -0.858 2.130 0.487 0.347
H -2.329 1.365 1.180 0.419
H -0.551 -0.376 0.709 0.100
H -2.781 -0.600 -1.337 0.343
H -2.184 -1.939 -0.460 0.353
H -3.184 -0.754 0.316 0.371
H 0.285 1.104 -1.438 0.317
H 0.288 -0.718 -1.503 0.301
H -1.020 0.144 -2.203 0.472
C 2.698 0.348 0.656 -0.812
C 2.321 -1.126 0.866 -0.735
H 3.649 0.548 1.140 0.357
H 2.879 0.608 -0.390 0.254
H 1.941 1.013 1.068 0.216
H 1.359 -1.403 0.427 0.144
H 2.154 -1.176 1.950 0.258
H 3.102 -1.815 0.556 0.326

***

What is the stability order? It is arrangement 2, arrangement 1, from most stable to least stable.

***

Arrangement 1

11
Properties=species:S:1:pos:R:3:mulliken_charge:R:1 method="wB97M-V/def2-TZVPD" homo_ev=-10.1 total_charge=0 lumo_energy_ev=0.1 gap_ha=0.3743
C 1.788 0.065 -0.082 0.642
C 0.297 -0.041 -0.023 0.366
C -0.366 1.165 0.120 -0.470
C -0.536 -1.070 -0.071 -0.189
H 1.886 -1.873 0.137 0.298
H 0.152 2.066 0.364 0.458
H -0.423 -2.201 -0.051 0.244
N -1.664 1.109 0.049 -0.483
O 2.485 -1.107 0.136 -0.453
O 2.292 1.139 -0.137 -0.506
S -2.205 -0.420 -0.028 0.093

***

Arrangement 2

11
Properties=species:S:1:pos:R:3:mulliken_charge:R:1 method="wB97M-V/def2-TZVPD" homo_ev=-7.5 total_charge=0 lumo_energy_ev=-0.1 gap_ha=0.2725
C 1.987 -0.162 0.280 0.215
C 2.077 1.193 0.472 -0.466
C 0.857 -0.873 0.178 0.479
C -0.083 1.204 -0.131 -0.182
N -0.332 -0.103 0.108 0.011
O 0.736 -2.210 -0.025 -0.525
O -1.064 2.099 -0.014 -0.406
S 3.628 0.503 -0.224 -0.161
H -1.188 -0.599 -0.022 0.268
H 1.340 -2.869 0.320 0.352
H -0.659 2.982 0.142 0.415

***

What is the stability order? It is arrangement 1, arrangement 2, from most stable to least stable.